C25H44AuO2P2 | ωB97M-V with the def2-TZVPD basis set

Last column: Mulliken spin population.
Element x y z (Å)
1 Au 0.70 -1.69 -1.40  0.001
2 C -1.67 -1.05 1.41  0.204
3 C -1.33 -2.09 0.56  0.194
4 C 0.60 -1.34 1.65  0.134
5 C -0.48 -0.58 2.07  0.209
6 C 0.14 -2.31 0.60  0.126
7 C -3.05 -0.59 1.73  0.001
8 H -3.70 -0.66 0.85  -0.003
9 H -3.04 0.45 2.08  0.003
10 H -3.50 -1.21 2.52  0.006
11 C -0.44 0.42 3.15  0.001
12 H -1.45 0.74 3.43  0.001
13 H 0.13 1.31 2.81  0.005
14 H 0.05 0.03 4.06  0.005
15 C 1.94 -1.28 2.24  0.007
16 H 1.90 -1.46 3.33  0.017
17 H 2.41 -0.30 2.09  0.023
18 H 2.60 -2.04 1.80  0.001
19 C 0.66 -3.71 0.73  0.022
20 H 0.21 -4.21 1.60  -0.002
21 H 1.75 -3.71 0.84  0.000
22 H 0.41 -4.28 -0.17  -0.001
23 C -2.29 -2.94 -0.18  0.018
24 H -2.72 -3.73 0.47  0.020
25 H -1.78 -3.44 -1.02  0.006
26 H -3.12 -2.34 -0.59  0.000
27 C -0.58 2.28 -1.25  0.005
28 C -1.67 1.53 -1.28  -0.007
29 C -2.07 0.50 -2.31  0.028
30 C -1.10 0.31 -3.48  -0.004
31 C 0.19 -0.43 -3.24  0.056
32 C 1.39 0.10 -2.73  -0.020
33 C 1.67 1.48 -2.24  0.052
34 C 0.50 2.50 -2.26  -0.009
35 H -3.03 0.84 -2.74  -0.001
36 H -0.89 1.30 -3.91  0.007
37 H -2.28 -0.47 -1.84  -0.007
38 H 0.11 2.64 -3.27  0.012
39 H -0.30 2.70 -0.28  0.005
40 H -2.33 1.55 -0.40  -0.001
41 H 0.99 3.44 -1.96  0.001
42 H 2.10 1.50 -1.19  0.098
43 H 2.30 -0.45 -2.99  0.002
44 H 2.48 1.88 -2.89  -0.007
45 H -1.64 -0.25 -4.26  -0.002
46 H 0.32 -1.29 -3.90  -0.007
47 P -0.27 1.51 -6.09  0.000
48 C -0.45 3.31 -6.42  0.000
49 C -1.46 0.91 -7.36  0.000
50 P 1.98 -0.46 -6.46  0.000
51 C 1.34 1.23 -6.96  0.000
52 C 1.29 -1.38 -7.91  0.000
53 C 3.65 -0.21 -7.21  0.000
54 H 0.41 3.86 -6.00  0.000
55 H -1.37 3.67 -5.93  0.000
56 H -0.51 3.52 -7.50  0.000
57 H -1.34 1.45 -8.31  0.000
58 H -2.47 1.12 -6.97  0.000
59 H -1.37 -0.16 -7.53  0.000
60 H 3.57 0.07 -8.28  0.000
61 H 4.21 -1.15 -7.13  0.000
62 H 4.17 0.59 -6.67  0.000
63 H 2.06 2.00 -6.62  0.000
64 H 1.22 1.32 -8.06  0.000
65 H 1.84 -2.33 -7.98  0.000
66 H 1.44 -0.82 -8.84  0.000
67 H 0.22 -1.59 -7.77  0.000
68 C 3.04 2.84 2.34  0.086
69 C 2.22 2.40 1.15  -0.037
70 O 2.85 2.30 0.05  0.710
71 O 1.00 2.18 1.35  0.033
72 H 4.11 2.70 2.16  0.001
73 H 2.73 2.31 3.24  0.008
74 H 2.85 3.91 2.51  -0.001

The calculation puts the total energy at -52992.7118 eV. The HOMO energy (alpha / beta) comes out at -10.501 / -10.499 eV. The HOMO-LUMO gap (alpha / beta) comes out at 7.68 / 4.23 eV. The expectation value of S² is 2.0203. As for the multiplicity: 3. Its net charge is +1.